{"formula": "C47H43FN7P2S2Tl", "method": "the ωB97M-V functional and the def2-TZVPD basis", "total_charge": -2, "e_homo_ev": -0.3, "lumo_energy_ev": 3.65, "multiplicity": 1, "max_force_ev_per_a": 2.0, "symbols": ["Tl", "S", "P", "C", "P", "S", "C", "C", "C", "C", "C", "C", "C", "C", "C", "C", "C", "C", "C", "C", "C", "C", "C", "C", "C", "C", "C", "C", "C", "C", "H", "H", "H", "H", "H", "H", "H", "H", "H", "H", "H", "H", "H", "H", "H", "H", "H", "H", "H", "H", "C", "C", "C", "C", "N", "N", "C", "H", "H", "H", "H", "H", "H", "H", "H", "C", "C", "N", "C", "C", "N", "C", "N", "N", "N", "C", "C", "C", "C", "C", "C", "H", "H", "H", "H", "H", "H", "H", "H", "H", "H", "H", "F", "C", "C", "C", "C", "C", "C", "H", "H", "H", "H"], "coordinates": [[0.80046, -0.99760, 0.84440], [-2.44132, -1.11898, 2.80955], [-2.49803, 0.61374, 1.81613], [-1.16786, 1.28154, 0.95294], [-0.09314, 2.26745, 1.86558], [1.84689, 1.81253, 1.73201], [0.00844, 3.94699, 1.12647], [-0.33585, 4.08945, -0.20853], [-0.05683, 5.26697, -0.88774], [0.54635, 6.32291, -0.22349], [0.88718, 6.18538, 1.11364], [0.64521, 4.99622, 1.78364], [-0.55087, 2.61934, 3.59722], [-1.27154, 3.75154, 3.97752], [-1.71072, 3.88459, 5.28436], [-1.46666, 2.88380, 6.20950], [-0.76008, 1.75151, 5.83375], [-0.29520, 1.62615, 4.53585], [-3.68103, 0.26359, 0.47241], [-5.04679, 0.52519, 0.52393], [-5.86025, 0.11629, -0.52283], [-5.32850, -0.57042, -1.59959], [-3.96902, -0.84528, -1.64270], [-3.14899, -0.42290, -0.61034], [-3.49729, 1.76862, 2.83456], [-3.84797, 1.51868, 4.15232], [-4.58594, 2.45273, 4.86366], [-4.98479, 3.63413, 4.26389], [-4.63609, 3.88971, 2.94282], [-3.88613, 2.96498, 2.23676], [-0.81864, 3.23998, -0.70855], [-0.31041, 5.35776, -1.94534], [0.75949, 7.25197, -0.75069], [1.36303, 7.01200, 1.64515], [0.97623, 4.86281, 2.82194], [-1.51370, 4.52087, 3.23912], [-2.27313, 4.77838, 5.57913], [-1.86129, 2.97728, 7.22602], [-0.58797, 0.95356, 6.55872], [0.26357, 0.73864, 4.21925], [-5.48469, 1.05255, 1.37551], [-6.92774, 0.33072, -0.48550], [-5.97910, -0.89121, -2.41396], [-3.55018, -1.39577, -2.49198], [-2.07209, -0.61361, -0.61831], [-3.54763, 0.57012, 4.62485], [-4.85484, 2.26301, 5.91239], [-5.55706, 4.37436, 4.83191], [-4.94339, 4.82144, 2.46446], [-3.59028, 3.16238, 1.19667], [-1.64788, -5.60796, 3.00452], [-0.90278, -5.11115, 1.82692], [0.02983, -5.72181, 0.99863], [0.46981, -4.71194, 0.11619], [-0.17052, -3.57292, 0.38677], [-0.99311, -3.82957, 1.41230], [1.48859, -4.78817, -0.95180], [-1.88506, -6.68543, 2.90001], [-2.58958, -5.02630, 3.13542], [-1.03216, -5.48114, 3.92458], [0.36262, -6.75728, 1.01983], [-1.55106, -3.05823, 1.82863], [1.25283, -5.59617, -1.66817], [2.48889, -4.98524, -0.51142], [1.52865, -3.82045, -1.48664], [1.39795, 1.21592, -2.22032], [0.75918, -0.06840, -2.55503], [0.26740, -0.91359, -1.67610], [-0.27916, -1.95413, -2.38122], [-0.11440, -1.73853, -3.70640], [0.54682, -0.52609, -3.81839], [0.93404, 0.06900, -5.06896], [1.75737, -0.81146, -5.84117], [1.25672, -1.47016, -6.93308], [2.15831, -2.28126, -7.39205], [3.27787, -2.19829, -6.60726], [4.50049, -2.84939, -6.67815], [5.44564, -2.52333, -5.72283], [5.19293, -1.58797, -4.71768], [3.97132, -0.93773, -4.61734], [3.03070, -1.25112, -5.58421], [1.40311, 1.31833, -1.11807], [0.82072, 2.06434, -2.64270], [2.44255, 1.26306, -2.59184], [-0.75877, -2.78441, -1.85354], [-0.39417, -2.32287, -4.58773], [1.48149, 1.01007, -4.85756], [0.04484, 0.28189, -5.68606], [4.70074, -3.59649, -7.45823], [6.41801, -3.01946, -5.74143], [5.97147, -1.37139, -3.98485], [3.75722, -0.22819, -3.80033], [7.33227, -2.43619, 0.17698], [5.99963, -2.08900, 0.15704], [5.47631, -1.34650, 1.19920], [4.12145, -1.03094, 1.17062], [3.27660, -1.40448, 0.12796], [3.86802, -2.12241, -0.91162], [5.21426, -2.49145, -0.90288], [6.12127, -1.01737, 2.02099], [3.72211, -0.43802, 2.00128], [3.28114, -2.41830, -1.77992], [5.64368, -3.08600, -1.71134]], "lowdin_charge": [0.603, 0.180, 0.316, -0.582, 0.292, 0.171, -0.375, -0.112, -0.114, -0.133, -0.114, -0.127, -0.340, -0.108, -0.118, -0.128, -0.098, -0.104, -0.348, -0.090, -0.121, -0.134, -0.099, -0.104, -0.360, -0.119, -0.118, -0.129, -0.108, -0.119, 0.086, 0.090, 0.085, 0.091, 0.108, 0.106, 0.101, 0.094, 0.100, 0.103, 0.101, 0.088, 0.085, 0.092, 0.065, 0.065, 0.101, 0.091, 0.095, 0.119, -0.046, -0.330, -0.011, -0.368, -0.023, 0.020, -0.046, 0.074, 0.086, 0.085, 0.097, 0.004, 0.076, 0.088, 0.052, -0.002, -0.351, 0.037, -0.147, -0.060, -0.023, -0.088, -0.064, 0.055, 0.051, -0.250, -0.033, -0.099, -0.079, 0.005, -0.160, 0.044, 0.091, 0.080, 0.101, 0.114, 0.144, 0.141, 0.113, 0.101, 0.109, 0.115, -0.019, -0.315, -0.058, -0.197, -0.275, -0.188, -0.076, 0.102, 0.044, 0.060, 0.093]}

=====

{"formula": "C47H44LuN5O5P2S", "method": "the ωB97M-V functional and the def2-TZVPD basis", "e_homo_ev": -6.8, "lumo_energy_ev": -1.25, "multiplicity": 1, "max_force_ev_per_a": 4.4, "symbols": ["Lu", "C", "P", "C", "C", "C", "C", "C", "C", "C", "C", "C", "C", "C", "C", "C", "C", "C", "C", "C", "P", "C", "C", "C", "C", "C", "C", "C", "C", "C", "C", "C", "C", "N", "H", "H", "H", "H", "H", "H", "H", "H", "H", "H", "H", "H", "H", "H", "H", "H", "H", "H", "H", "H", "H", "H", "H", "H", "H", "H", "O", "C", "O", "C", "C", "N", "N", "C", "C", "O", "O", "H", "H", "H", "C", "C", "N", "C", "C", "C", "S", "N", "C", "O", "C", "C", "C", "C", "C", "C", "H", "H", "H", "H", "H", "H", "H", "H", "H", "H", "H", "H", "H", "H", "H"], "coordinates": [[-16.81645, -1.33859, -13.20412], [-16.65375, -4.70614, -14.32473], [-18.33526, -3.89928, -14.45582], [-18.47723, -4.23939, -16.23302], [-19.08330, -5.42304, -16.72823], [-19.06885, -5.58534, -18.10694], [-18.42886, -4.70856, -18.98880], [-17.76405, -3.62840, -18.47454], [-17.79821, -3.38840, -17.11440], [-19.20034, -5.31347, -13.60756], [-18.70698, -6.27878, -12.70829], [-19.54767, -7.26700, -12.17278], [-20.84161, -7.40876, -12.64836], [-21.35032, -6.40154, -13.45149], [-20.54474, -5.39438, -13.96320], [-16.23240, -4.50173, -12.92058], [-15.39733, -5.40693, -12.16323], [-15.55077, -5.03669, -10.79952], [-16.41013, -3.92726, -10.77277], [-16.98907, -3.40337, -9.51630], [-18.85174, -3.03028, -9.82259], [-19.45626, -3.96987, -8.37720], [-19.10007, -3.62727, -7.10304], [-19.76582, -4.08640, -5.96126], [-20.70939, -5.06800, -6.12291], [-21.00667, -5.51767, -7.43252], [-20.40823, -5.01090, -8.57091], [-18.92065, -1.32976, -9.19048], [-20.22273, -0.85085, -9.32059], [-20.60828, 0.36429, -10.05738], [-19.41946, 1.31742, -10.25834], [-18.10439, 0.84489, -9.81271], [-17.87953, -0.35804, -9.26370], [-16.74058, -3.54672, -12.05359], [-15.92966, -4.25741, -15.04896], [-16.70033, -5.77444, -14.62281], [-19.42298, -6.23414, -16.09027], [-19.65380, -6.38585, -18.53670], [-18.41279, -4.94585, -20.05953], [-17.29759, -2.92110, -19.13773], [-17.27210, -2.49129, -16.73723], [-17.67780, -6.31351, -12.39455], [-19.16936, -8.01539, -11.49627], [-21.47667, -8.25401, -12.37528], [-22.42736, -6.38755, -13.69682], [-20.96278, -4.75924, -14.69239], [-14.84327, -6.19352, -12.66174], [-15.13583, -5.57527, -9.94878], [-16.43482, -2.49460, -9.24073], [-16.94661, -4.06456, -8.63685], [-18.30786, -2.86869, -6.95571], [-19.50161, -3.68168, -5.00151], [-21.30249, -5.45614, -5.30798], [-21.71835, -6.31630, -7.51845], [-20.65257, -5.37129, -9.54330], [-21.04903, -1.49672, -8.96708], [-21.47513, 0.86166, -9.59189], [-19.52072, 2.36695, -9.88032], [-17.25535, 1.55820, -9.89624], [-16.91277, -0.52503, -8.81402], [-19.95940, 3.65568, -12.75762], [-20.56725, 2.63918, -12.19271], [-21.77480, 2.63555, -11.94930], [-19.81008, 1.37762, -11.82784], [-20.77692, 0.22319, -11.58976], [-20.17548, -0.92712, -12.21499], [-18.91599, -0.54408, -12.71449], [-18.76873, 0.77986, -12.71194], [-17.68895, 1.44259, -13.36934], [-17.63422, 2.72183, -13.31583], [-16.85740, 0.68625, -14.02803], [-18.93543, 3.34466, -12.93490], [-21.79514, 0.36982, -11.93045], [-20.71963, -1.63555, -12.70773], [-11.55981, -3.22212, -16.04205], [-12.56752, -3.98908, -15.13041], [-12.70198, -3.41883, -13.75557], [-11.73677, -3.91399, -12.76872], [-10.68606, -2.90453, -12.25101], [-13.58563, -2.36932, -13.46081], [-14.67248, -1.75244, -14.73478], [-13.55091, -1.92164, -12.22185], [-14.27467, -1.16420, -11.41479], [-15.47999, -0.77373, -11.64122], [-13.71014, -0.73494, -10.13607], [-12.76943, -1.50703, -9.41544], [-12.24284, -1.06912, -8.20430], [-12.58330, 0.22233, -7.71233], [-13.37343, 1.05294, -8.52506], [-13.95834, 0.56232, -9.67862], [-11.26334, -3.85541, -16.89952], [-10.60096, -3.08650, -15.44592], [-11.89299, -2.24429, -16.38639], [-12.20932, -5.02166, -15.03595], [-13.54468, -3.96780, -15.59113], [-11.26761, -4.77694, -13.25833], [-12.29458, -4.40306, -11.95660], [-10.01813, -2.60817, -13.06345], [-10.07515, -3.26279, -11.42442], [-11.24070, -2.01039, -11.90574], [-12.49836, -2.43412, -9.87419], [-11.63670, -1.74080, -7.57838], [-12.21425, 0.65644, -6.77493], [-13.53907, 2.06658, -8.19812], [-14.69926, 1.15197, -10.25059]], "lowdin_charge": [1.513, -0.328, 1.037, -0.387, -0.074, -0.087, -0.090, -0.098, -0.115, -0.342, -0.048, -0.072, -0.094, -0.095, -0.152, -0.477, -0.091, -0.077, -0.432, -0.260, 1.091, -0.404, -0.119, -0.082, -0.087, -0.090, -0.082, -0.387, -0.063, -0.175, -0.123, -0.053, -0.098, -0.089, 0.042, 0.109, 0.105, 0.100, 0.111, 0.104, 0.096, 0.086, 0.103, 0.107, 0.112, 0.085, 0.090, 0.093, 0.060, 0.084, 0.117, 0.099, 0.098, 0.091, 0.081, 0.119, 0.159, 0.170, 0.124, 0.100, 0.113, -0.473, 0.084, -0.160, -0.175, 0.059, 0.012, -0.118, -0.503, 0.061, -0.171, 0.100, 0.153, 0.150, -0.072, -0.227, -0.094, -0.208, -0.071, -0.631, 0.585, 0.123, -0.397, -0.190, -0.142, -0.019, -0.063, -0.062, -0.080, -0.028, 0.075, 0.081, 0.058, 0.112, 0.059, 0.109, 0.112, 0.062, 0.072, 0.055, 0.096, 0.107, 0.106, 0.100, 0.121]}

=====

Q: Which formula does entry 1 have?
A: C47H43FN7P2S2Tl

=====

Q: Which value of multiplicity does entry 2 give?
A: 1